Formula: C2H3ClN4O
Source: the Open Molecules 2025 dataset
Level of theory: the ωB97M-V functional and the def2-TZVPD basis

The geometry in XYZ format:
```
11
Properties=species:S:1:pos:R:3:forces:R:3
N 0.796666 2.724301 -0.291484 0.084 -0.554 -0.146
N 0.682492 1.354121 -0.712443 -1.505 1.765 0.341
C -0.180214 0.566435 0.041133 1.077 2.043 0.362
N -0.996291 0.966965 1.014565 1.465 -1.223 -0.963
O -1.389670 -0.246791 1.576009 -0.855 0.241 -0.432
N -0.921170 -1.310961 0.894213 0.410 0.208 0.075
C -0.157554 -0.814320 -0.032494 -0.413 -1.671 0.498
Cl 0.809162 -1.742856 -1.079218 -0.140 -0.065 -0.012
H -0.078014 3.217681 -0.418691 -0.165 -0.220 -0.364
H 0.920149 2.673710 0.703854 0.149 0.353 0.696
H 1.614184 1.057824 -0.932308 -0.107 -0.877 -0.054
```
Positions in Å, forces in eV/Å.

As for the charge: 0. For the energy relative to the best compared isomer or geometry (same formula, charge and spin), the calculation gives 1.679 eV. Its SMILES is NNc1nonc1Cl. The LUMO energy is 0.429 eV.

***

Formula: C48H39F4N2O3P2Ti
Source: the Open Molecules 2025 dataset
Level of theory: the ωB97M-V functional and the def2-TZVPD basis

The geometry in XYZ format:
```
99
Properties=species:S:1:pos:R:3:forces:R:3
Ti 0.939080 1.169500 0.434104 0.081 -0.198 0.685
C -0.780086 3.864047 0.757360 -0.029 0.016 0.001
N 0.622852 3.447311 0.835855 0.035 -0.102 -0.008
C 1.453343 4.330488 0.018997 0.010 0.014 0.008
C 1.059847 3.469613 2.241283 0.033 0.000 0.005
C 2.467916 2.913288 2.407445 -0.009 -0.013 0.003
N 2.644507 1.732316 1.566293 -0.015 -0.066 -0.016
C 3.879268 1.183761 1.495356 -0.030 0.023 0.020
C 4.154440 0.233669 0.486475 -0.023 -0.018 0.023
F 3.143612 -0.085718 -0.358855 0.003 -0.004 -0.040
C 5.363900 -0.383932 0.309578 0.001 -0.007 0.018
F 5.501275 -1.258919 -0.704033 -0.005 -0.017 0.006
C 6.442427 -0.115043 1.134219 -0.005 -0.025 -0.007
C 6.211626 0.798398 2.139107 -0.001 0.015 0.029
F 7.208174 1.092709 3.000482 0.003 0.001 -0.011
C 4.995911 1.427598 2.325947 0.018 0.015 0.019
F 4.906010 2.266759 3.387175 0.013 -0.008 0.010
H -0.886641 4.914568 1.064683 0.003 0.002 -0.002
H -1.380020 3.233297 1.410158 -0.016 -0.012 0.007
H -1.134718 3.759582 -0.268200 -0.022 -0.008 -0.032
H 1.428728 5.355071 0.416757 0.003 0.000 -0.002
H 1.079712 4.338611 -1.003572 -0.005 -0.001 0.002
H 2.480032 3.970779 -0.000744 -0.003 0.000 -0.006
H 0.339783 2.876834 2.805426 0.000 0.002 0.006
H 1.027213 4.499077 2.629597 -0.011 -0.001 0.000
H 2.601248 2.697497 3.470944 0.007 0.007 0.000
H 3.206595 3.684635 2.153688 0.010 0.001 -0.009
H 7.396942 -0.601151 1.008062 -0.002 -0.001 0.003
O -1.862137 1.546594 3.240611 0.020 0.012 0.011
C -1.231347 0.647971 2.658410 -0.125 -0.154 -0.154
O -0.488245 0.953508 1.576046 0.090 0.365 -0.040
C -1.229736 -0.741780 2.991856 0.090 -0.050 0.005
C -2.053482 -1.158494 4.076456 0.011 0.005 -0.006
C -2.089774 -2.447162 4.517522 0.009 -0.008 -0.005
C -1.262501 -3.432185 3.906415 -0.003 -0.003 0.015
C -0.447411 -3.062819 2.866590 -0.007 0.031 -0.002
C -0.404140 -1.749774 2.348629 -0.037 -0.021 0.037
P 0.771170 -1.441630 1.038354 0.052 0.145 -0.075
C 0.355753 -2.538562 -0.374950 0.022 -0.021 -0.010
C 1.116314 -2.431037 -1.540830 -0.001 0.009 0.009
C 0.832212 -3.217357 -2.647600 -0.010 -0.007 -0.001
C -0.228527 -4.113971 -2.608275 0.006 0.003 -0.010
C -1.011482 -4.201636 -1.466355 0.015 -0.007 0.023
C -0.723127 -3.416474 -0.357240 -0.008 -0.027 -0.004
C 2.308169 -2.218958 1.690276 -0.018 -0.057 0.032
C 3.051862 -3.205696 1.054525 0.008 0.002 -0.017
C 4.228868 -3.680808 1.624052 -0.001 0.005 -0.013
C 4.671917 -3.178792 2.836579 0.012 0.013 -0.004
C 3.928168 -2.200358 3.487056 0.028 0.038 -0.030
C 2.759331 -1.726654 2.917650 0.007 0.044 -0.023
H -2.655444 -0.392413 4.549122 -0.002 0.003 -0.003
H -2.735355 -2.717612 5.345160 -0.002 -0.004 -0.003
H -1.260096 -4.454230 4.264079 -0.002 0.003 0.004
H 0.200997 -3.814308 2.424372 0.002 0.003 0.005
H 1.940968 -1.727731 -1.580305 -0.011 -0.005 -0.009
H 1.437103 -3.126319 -3.541762 -0.002 0.002 -0.001
H -0.454906 -4.727778 -3.472304 0.003 0.000 -0.001
H -1.857680 -4.877550 -1.439271 -0.001 0.001 0.003
H -1.342573 -3.477100 0.528669 -0.012 0.005 -0.018
H 2.716671 -3.613298 0.109038 0.015 0.003 0.007
H 4.800223 -4.445349 1.111362 -0.002 -0.001 0.000
H 5.593164 -3.543196 3.274445 -0.004 -0.004 0.001
H 4.266212 -1.798865 4.434624 -0.003 -0.004 -0.001
H 2.177888 -0.964779 3.426840 0.005 0.001 -0.002
O 1.726123 1.860852 -1.453117 -0.125 -0.051 0.019
C 0.583178 1.358831 -1.567659 -0.250 0.206 -0.527
C -0.073662 1.387314 -2.905991 0.153 -0.138 0.031
C 0.568203 2.028961 -3.964085 0.003 0.015 0.015
C -0.011921 2.075124 -5.218622 -0.008 -0.008 -0.010
C -1.243885 1.465021 -5.419985 0.032 0.012 0.008
C -1.886590 0.821270 -4.373250 -0.017 -0.025 0.021
C -1.317966 0.773075 -3.099976 -0.059 -0.013 0.002
P -2.126994 -0.060417 -1.658632 0.044 -0.019 -0.040
C -3.058703 1.348224 -0.949115 0.004 0.001 0.027
C -3.441637 2.482662 -1.664631 0.007 0.005 0.000
C -4.168660 3.488335 -1.046008 0.007 0.007 -0.001
C -4.517653 3.373182 0.295089 0.015 0.005 0.013
C -4.138739 2.251044 1.015679 0.025 0.006 -0.003
C -3.413165 1.244045 0.392895 0.018 -0.009 0.008
C -3.484244 -0.959535 -2.520880 -0.072 0.077 0.021
C -4.833298 -0.644400 -2.374849 0.004 -0.018 -0.026
C -5.813610 -1.422606 -2.980491 0.006 0.005 -0.005
C -5.460922 -2.521300 -3.748050 0.004 0.004 0.002
C -4.117859 -2.843744 -3.902456 0.005 -0.002 -0.007
C -3.143393 -2.076328 -3.286470 0.041 0.008 0.001
H 1.531987 2.483890 -3.771708 0.001 0.001 -0.005
H 0.489532 2.576773 -6.037048 0.001 0.002 0.004
H -1.710772 1.493543 -6.397300 -0.001 -0.003 0.000
H -2.846349 0.353302 -4.549867 -0.006 -0.002 0.000
H -3.168820 2.583693 -2.708347 0.010 0.001 -0.003
H -4.456585 4.368253 -1.608943 0.000 0.002 0.000
H -5.068896 4.169156 0.780884 -0.006 -0.002 -0.001
H -4.357727 2.165836 2.071330 0.000 0.000 0.006
H -3.094054 0.381701 0.967198 -0.013 0.007 -0.008
H -5.124211 0.215225 -1.785088 -0.013 -0.009 0.010
H -6.857397 -1.163566 -2.851007 0.000 0.001 0.003
H -6.225167 -3.126504 -4.219606 -0.001 0.000 0.000
H -3.828913 -3.703059 -4.495660 0.000 -0.001 -0.001
H -2.099235 -2.345898 -3.397666 -0.001 0.003 0.015
```
Positions in Å, forces in eV/Å.

As for the charge: -1. As for the expectation value of S²: 2.0184. For the energy relative to the best compared isomer or geometry (same formula, charge and spin), the calculation gives 0.476 eV. Its multiplicity is 3. The LUMO energy (alpha / beta) is 2.364 / 2.268 eV.

***

Formula: C15H17BrN2OOsSSe2SiTe2
Source: the Open Molecules 2025 dataset
Level of theory: the ωB97M-V functional and the def2-TZVPD basis

The geometry in XYZ format:
```
43
Properties=species:S:1:pos:R:3:forces:R:3
Os 2.601240 -0.247154 0.465228 -0.562 0.935 -0.227
Se 5.198657 0.257768 0.628734 0.161 0.061 -0.094
Te 4.377653 -1.093618 -1.257621 0.168 -0.169 -0.198
Te 3.422057 -3.488533 -0.015992 0.347 -0.396 -0.539
Se 3.244797 -2.085297 1.949482 -0.233 -0.294 1.189
O 1.684742 0.837204 2.027445 0.329 -0.206 0.026
N 0.381104 0.594698 2.280043 -0.112 0.119 0.006
C 0.115079 -0.424776 3.128823 0.128 -0.050 -0.026
C -1.153128 -0.789312 3.451043 -0.137 0.027 -0.009
C -2.211301 -0.064110 2.869569 0.101 0.067 0.032
C -1.929238 0.983052 2.045400 0.235 0.067 0.009
C -0.588128 1.386949 1.735562 -0.360 0.091 -0.082
S -0.259303 2.748319 0.794811 -0.283 -0.095 0.208
H 0.993680 -0.914263 3.514751 0.075 -0.058 -0.079
H -1.316261 -1.619249 4.123000 -0.003 0.019 -0.017
H -3.241706 -0.327794 3.079831 0.037 0.008 0.004
H -2.710784 1.576251 1.594312 -0.006 0.009 -0.007
C -2.931449 -0.461820 -1.665927 -0.092 0.130 -0.079
Si -1.908544 -1.882010 -1.011058 0.011 0.060 -0.012
C -2.791657 -2.642804 0.447462 -0.088 -0.099 0.187
C -1.742185 -3.186767 -2.343957 0.040 -0.094 -0.133
C -0.288350 -1.281645 -0.511839 0.468 0.109 0.106
C 0.812182 -0.901517 -0.121944 -0.301 -0.071 -0.124
H -3.929376 -0.790245 -1.974575 0.033 0.035 0.014
H -2.438066 0.001091 -2.525750 -0.041 -0.023 0.044
H -3.036845 0.308915 -0.896838 0.001 -0.029 -0.045
H -3.743188 -3.099537 0.156558 0.036 0.019 0.015
H -2.985385 -1.879289 1.205552 -0.008 -0.104 -0.087
H -2.161068 -3.410010 0.906067 -0.054 0.017 -0.013
H -2.711968 -3.623524 -2.604053 0.048 0.021 0.002
H -1.081337 -3.988170 -2.002121 -0.037 0.022 -0.027
H -1.302971 -2.758241 -3.250015 -0.024 -0.039 0.050
Br 2.890279 5.518049 0.023035 -0.003 0.014 0.009
C 2.472571 3.890583 -0.833898 0.071 0.024 -0.083
C 2.021437 3.875422 -2.136184 0.002 0.001 0.046
C 1.704622 2.647283 -2.696731 -0.005 -0.041 -0.051
C 1.870589 1.500046 -1.948387 -0.098 0.060 0.128
N 2.317473 1.536112 -0.688224 0.093 -0.063 -0.141
C 2.592985 2.711123 -0.122421 0.063 -0.098 -0.013
H 1.907994 4.795842 -2.692002 0.001 0.004 0.000
H 1.327602 2.576755 -3.707835 0.004 0.003 0.021
H 1.619085 0.520418 -2.330223 0.001 0.002 0.002
H 2.906400 2.693817 0.910866 -0.007 0.003 -0.015
```
Positions in Å, forces in eV/Å.

As for the charge: -1. As for the expectation value of S²: 0.7589. For the energy relative to the best compared isomer or geometry (same formula, charge and spin), the calculation gives 1.050 eV. Its multiplicity is 2. The LUMO energy (alpha / beta) is 1.767 / 1.803 eV.